C5H8N | ωB97M-V/def2-TZVPD

The total energy is -249.66924 Ha. The total charge is +1. Its HOMO-LUMO gap (spin up / spin down) is 7.369 / 7.346 eV.

Each line ends with the natural charge from an NBO analysis.
Element x y z (Å)
C  2.9795  -0.4306  0.0025  -0.05
C  1.9267  0.4426  -0.0296  -0.07
C  -0.3387  1.0355  -0.0209  -0.07
C  -1.6392  0.6709  -0.0493  0.18
C  -2.0062  -0.6754  -0.0096  -0.73
N  0.6564  0.1522  0.0178  -0.23
H  2.9268  -1.4571  -0.3232  0.22
H  4.0193  -0.1775  0.2097  0.23
H  2.1654  1.4420  0.1997  0.19
H  -0.0050  2.0506  -0.2490  0.20
H  -2.3524  1.4990  0.1300  0.25
H  -1.7060  -0.9653  0.9441  0.32
H  -1.2837  -1.3309  -0.4166  0.29
H  -3.0052  -0.9201  -0.3482  0.27

C22H21NO4S | ωB97M-V/def2-TZVPD

The total energy is -1604.83874 Ha. The SMILES is Cc1ccc(S(=O)(=O)Cc2ccc(C(=O)N3CCc4ccccc4C3)o2)cc1. Its HOMO-LUMO gap is 8.982 eV.

Each line ends with the natural charge from an NBO analysis.
Element x y z (Å)
C  -7.5944  -0.8062  0.3208  -0.63
C  -6.1175  -0.5790  0.2375  0.01
C  -5.3350  -1.3588  -0.6106  -0.22
C  -3.9667  -1.1703  -0.6802  -0.17
C  -3.3806  -0.1979  0.1064  -0.37
C  -4.1337  0.5882  0.9559  -0.13
C  -5.5020  0.3929  1.0204  -0.22
H  -6.0992  0.9987  1.6858  0.22
H  -3.6346  1.3271  1.5629  0.23
S  -1.6183  0.0970  -0.0201  2.16
O  -0.9730  -1.1000  -0.4885  -0.95
O  -1.1457  0.6715  1.2094  -0.94
C  -1.4845  1.3782  -1.3595  -0.67
C  -0.3548  2.2445  -0.9865  0.27
C  -0.2681  3.5696  -0.6630  -0.29
C  1.0683  3.7903  -0.2658  -0.24
C  1.6980  2.5759  -0.3400  0.19
C  3.1264  2.2911  -0.0722  0.62
O  3.9636  3.1502  -0.3177  -0.62
N  3.4768  1.1005  0.4514  -0.41
C  2.5951  0.0437  0.9131  -0.26
C  3.0379  -1.2571  0.3065  0.04
C  2.1833  -2.1333  -0.3400  -0.22
C  2.6926  -3.3043  -0.8793  -0.22
C  4.0443  -3.5896  -0.7839  -0.21
C  4.9002  -2.7072  -0.1451  -0.20
C  4.3982  -1.5410  0.4065  -0.03
C  5.2295  -0.5218  1.1249  -0.44
C  4.9097  0.8785  0.6029  -0.20
H  5.3189  1.6444  1.2719  0.21
H  5.3737  1.0283  -0.3784  0.21
H  6.2945  -0.7173  0.9971  0.23
H  5.0052  -0.5709  2.1952  0.21
H  5.9559  -2.9276  -0.0727  0.21
H  4.4357  -4.5016  -1.2110  0.21
H  2.0306  -3.9944  -1.3811  0.21
H  1.1312  -1.9033  -0.4173  0.24
H  2.6730  -0.0188  2.0094  0.19
H  1.5591  0.2561  0.6647  0.25
O  0.8321  1.6395  -0.7897  -0.40
H  1.5137  4.7115  0.0468  0.24
H  -1.0542  4.2946  -0.7176  0.23
H  -2.4191  1.9276  -1.4001  0.26
H  -1.3112  0.8152  -2.2731  0.26
H  -3.3416  -1.7724  -1.3204  0.24
H  -5.8045  -2.1188  -1.2175  0.22
H  -8.1016  0.0643  0.7281  0.22
H  -7.8000  -1.6551  0.9731  0.23
H  -8.0072  -1.0325  -0.6595  0.22

C25H49Li2O9 | ωB97M-V/def2-TZVPD

The total energy is -1674.00252 Ha. The total charge is +1. Its HOMO-LUMO gap is 7.228 eV.

Each line ends with the Mulliken charge.
Element x y z (Å)
Li  -2.3858  -2.2577  1.2601  0.85
Li  -1.2630  -2.6497  -1.6776  0.85
O  -0.0396  0.9129  0.0619  -0.06
C  -0.5542  -0.3256  0.1813  0.77
O  -1.2366  -0.5917  1.2157  -0.83
O  -0.2723  -1.1837  -0.6990  -0.59
H  -0.0860  1.2754  0.9640  0.03
C  3.3665  1.4169  -2.6299  -0.62
C  1.9021  1.6520  -3.0221  -0.18
C  1.4969  0.4304  -3.8724  0.05
O  2.6014  -0.4839  -3.7456  -0.39
C  3.4100  -0.1037  -2.6346  -0.40
H  3.6220  1.8093  -1.6451  0.33
H  4.1132  1.8074  -3.3193  0.29
H  1.7450  2.5506  -3.6203  0.47
H  1.3479  1.7521  -2.0892  -0.17
H  1.4910  0.7104  -4.9251  0.37
H  0.5156  0.0754  -3.5420  -0.17
H  4.4203  -0.4616  -2.8409  0.35
H  3.0585  -0.6240  -1.7383  0.18
C  -1.5492  -5.5229  3.6478  -0.66
C  -0.2850  -4.6639  3.5785  -0.64
C  -0.6599  -3.5046  2.6981  0.00
O  -2.0546  -3.3496  2.9943  -0.52
C  -2.6120  -4.4098  3.7813  -0.48
H  -1.4560  -6.1291  4.5515  0.35
H  -1.7266  -6.2466  2.8508  0.27
H  0.6550  -5.1646  3.3423  0.47
H  -0.1560  -4.3222  4.6089  0.24
H  -0.5496  -3.6635  1.6189  0.26
H  -0.1291  -2.6353  3.0906  0.14
H  -3.5472  -4.7675  3.3541  0.28
H  -2.7607  -4.2468  4.8481  0.28
C  1.4187  -3.5503  -4.2091  -0.58
C  0.0156  -3.6869  -4.7927  -0.60
C  -0.7455  -4.4301  -3.6790  -0.41
O  -0.0532  -3.9936  -2.4775  -0.63
C  1.0721  -3.1770  -2.7598  0.73
H  2.0117  -2.8604  -4.8050  0.33
H  1.9187  -4.5163  -4.3089  0.35
H  -0.0167  -4.2745  -5.7156  0.40
H  -0.4133  -2.7362  -5.1225  0.18
H  -0.6177  -5.4892  -3.8880  0.31
H  -1.7946  -4.1289  -3.6553  0.24
H  1.9664  -3.4720  -2.2059  0.22
H  0.9441  -2.1000  -2.6445  -0.59
C  1.3779  1.5860  4.3254  -0.19
C  1.9068  1.5354  5.7451  -0.81
C  1.5982  0.0807  6.1393  -0.43
O  1.4675  -0.6409  4.9038  -0.41
C  1.7579  0.2175  3.8123  0.01
H  1.9051  2.3602  3.7609  0.18
H  0.2962  1.7333  4.2809  0.22
H  1.4304  2.3224  6.3293  0.35
H  2.9682  1.7887  5.6949  0.30
H  0.6222  0.1027  6.6282  0.28
H  2.3581  -0.3902  6.7569  0.33
H  1.3300  -0.0555  2.8450  -0.11
H  2.8382  0.2130  3.5924  0.27
C  1.0026  5.7070  2.1175  -0.66
C  0.1637  4.5273  1.6248  0.70
C  -1.2803  5.0184  1.7988  -0.55
O  -1.2164  6.4205  1.7221  -0.42
C  0.0030  6.8610  2.3040  -0.44
H  1.7465  5.8793  1.3378  0.30
H  1.5694  5.4918  3.0235  0.29
H  0.3102  3.6311  2.2332  -0.52
H  0.3033  4.2624  0.5769  0.13
H  -1.6698  4.6718  2.7678  0.29
H  -1.9706  4.5998  1.0664  0.30
H  -0.2410  7.0533  3.3543  0.30
H  0.4071  7.7708  1.8644  0.29
C  -2.5169  2.4817  -3.7426  -0.53
C  -2.9196  1.3306  -4.6467  -0.39
C  -3.7599  0.4455  -3.7183  -0.43
O  -3.2122  0.6958  -2.4114  -0.44
C  -2.2118  1.6992  -2.4627  0.41
H  -3.4171  3.0859  -3.6066  0.31
H  -1.6837  3.0296  -4.1748  0.36
H  -2.0311  0.7222  -4.8542  0.07
H  -3.4333  1.5647  -5.5756  0.40
H  -3.6980  -0.6279  -3.9194  0.21
H  -4.8326  0.6584  -3.7289  0.27
H  -1.2320  1.2193  -2.6043  -0.54
H  -2.1645  2.2780  -1.5433  0.26

C44H49AsCsN3O2S4Se | ωB97M-V/def2-TZVPD

The total energy is -8270.83485 Ha. Its HOMO-LUMO gap is 5.332 eV.

Each line ends with the Mulliken charge.
Element x y z (Å)
Cs  -0.0744  -2.1373  -0.3588  1.82
O  2.4327  -1.9691  -0.4519  -0.31
S  3.8026  -1.6230  -0.8490  0.11
C  4.7620  -3.2168  -1.0601  -1.11
C  3.8776  -4.4422  -1.2213  -0.43
C  3.4766  -5.0427  0.1258  -0.25
C  2.6333  -6.2931  -0.0356  -1.13
S  0.8290  -5.8588  -0.3551  0.19
O  0.8354  -4.4059  -0.5753  -0.52
C  0.3817  -6.1088  1.3794  0.46
C  0.0025  -7.3740  1.7973  -0.71
C  -0.2651  -7.6019  3.1364  -0.57
C  -0.1387  -6.5699  4.0534  -0.84
C  0.2338  -5.3074  3.6242  -0.44
C  0.4795  -5.0699  2.2828  0.31
C  3.7843  -1.2533  -2.6234  0.36
C  2.7121  -1.5624  -3.4370  -0.25
C  2.7696  -1.2443  -4.7850  -0.76
C  3.8910  -0.6214  -5.3072  -0.48
C  4.9615  -0.3086  -4.4831  -0.58
C  4.9064  -0.6221  -3.1371  -0.43
H  5.3889  -3.3015  -0.1720  0.52
H  5.4018  -3.0627  -1.9272  0.53
H  4.4156  -5.1952  -1.8066  0.52
H  2.9739  -4.1757  -1.7709  0.07
H  2.9045  -4.2980  0.6815  -0.15
H  4.3793  -5.2779  0.6990  0.66
H  2.6693  -6.9202  0.8515  0.46
H  2.9525  -6.8796  -0.8959  0.57
H  -0.0899  -8.1654  1.0685  0.43
H  -0.5591  -8.5893  3.4622  0.39
H  -0.3371  -6.7522  5.1000  0.40
H  0.3532  -4.5067  4.3424  0.39
H  0.7474  -4.0811  1.9351  -0.13
H  1.8450  -2.0539  -3.0215  0.37
H  1.9379  -1.4873  -5.4298  0.44
H  3.9349  -0.3762  -6.3578  0.40
H  5.8352  0.1797  -4.8872  0.40
H  5.7296  -0.3828  -2.4789  0.43
S  0.2834  1.4715  -1.0566  -0.14
C  -0.9054  2.5616  -0.6702  0.03
N  -0.6538  3.8767  -0.5189  0.24
C  -1.7573  4.7830  -0.2953  -0.88
C  -2.9240  4.3428  -1.1723  -0.61
N  -3.2736  2.9911  -0.8049  0.26
C  -4.6784  2.6435  -0.7727  -1.31
C  -5.3415  2.9022  -2.1010  0.53
C  -6.3365  3.8622  -2.2261  -0.35
C  -6.9625  4.0705  -3.4432  -0.63
C  -6.5913  3.3239  -4.5476  -0.39
C  -5.5940  2.3694  -4.4325  -0.67
C  -4.9712  2.1587  -3.2160  -0.17
C  -2.2927  2.1143  -0.5017  0.10
S  -2.6030  0.6057  0.1059  -0.31
C  0.6597  4.4612  -0.6969  -1.31
C  0.6861  5.2953  -1.9528  0.63
C  0.4017  4.6842  -3.1689  -0.21
C  0.3455  5.4303  -4.3304  -0.76
C  0.5806  6.7949  -4.2898  -0.42
C  0.8824  7.4080  -3.0864  -0.54
C  0.9301  6.6617  -1.9202  -0.35
H  -1.4451  5.7956  -0.5560  0.45
H  -2.0532  4.7637  0.7626  0.32
H  -2.6274  4.3966  -2.2291  0.23
H  -3.7907  4.9902  -1.0233  0.55
H  -5.1760  3.2220  0.0154  0.37
H  -4.7432  1.5813  -0.5179  0.44
H  -6.6313  4.4417  -1.3617  0.37
H  -7.7419  4.8132  -3.5248  0.38
H  -7.0801  3.4821  -5.4969  0.38
H  -5.3080  1.7785  -5.2899  0.40
H  -4.2001  1.4066  -3.1221  0.48
H  1.3818  3.6409  -0.7676  0.38
H  0.8864  5.0776  0.1792  0.40
H  0.2197  3.6194  -3.1936  0.48
H  0.1129  4.9454  -5.2668  0.42
H  0.5293  7.3769  -5.1973  0.39
H  1.0699  8.4712  -3.0518  0.38
H  1.1559  7.1437  -0.9785  0.38
C  -1.0741  -1.8548  5.0020  -1.32
As  -0.3696  -1.6010  3.1650  0.01
C  1.5368  -1.7489  3.6366  -1.09
C  -0.4547  0.3950  3.1056  -0.73
C  -0.0296  1.0320  4.3721  0.42
C  -0.9559  1.3099  5.3758  -0.31
C  -0.5523  1.7950  6.6055  -0.64
C  0.7910  2.0111  6.8646  -0.51
C  1.7190  1.7782  5.8644  -0.68
C  1.3136  1.2999  4.6314  -0.37
H  -0.4351  -1.3642  5.7396  0.34
H  -1.1417  -2.9167  5.2403  0.40
H  -2.0800  -1.4399  5.0655  0.40
H  1.7384  -1.2746  4.5993  0.45
H  2.1222  -1.2566  2.8589  0.26
H  1.8495  -2.7913  3.6872  0.42
H  -1.4879  0.6508  2.8593  0.46
H  0.1793  0.6984  2.2682  0.29
H  -2.0085  1.1499  5.1808  0.41
H  -1.2881  1.9977  7.3707  0.40
H  1.1095  2.3665  7.8344  0.40
H  2.7680  1.9648  6.0489  0.39
H  2.0468  1.1442  3.8504  0.44
Se  -2.1803  -6.5903  -1.0804  -0.37
C  -2.1754  -4.8528  -0.8492  0.21
N  -2.1604  -3.7069  -0.6902  -0.80

C5H16N2O | ωB97M-V/def2-TZVPD

The total energy is -384.74654 Ha. The SMILES is CNCCN(C)C.O. Its HOMO-LUMO gap is 9.112 eV.

Each line ends with the natural charge from an NBO analysis.
Element x y z (Å)
C  0.1586  1.7350  0.7254  -0.40
N  -0.0123  0.3989  1.1992  -0.50
C  1.3602  -0.1207  1.4613  -0.46
C  -0.8424  -0.4645  0.3702  -0.22
C  -0.4077  -0.7672  -1.0729  -0.25
N  -0.1367  0.4624  -1.7873  -0.64
C  0.5892  0.1380  -3.0883  -0.42
H  -0.8200  2.0878  0.2433  0.19
H  0.9699  1.8312  -0.0143  0.18
H  0.4583  2.3298  1.6626  0.19
H  1.3801  -0.0638  2.6393  0.23
H  1.4813  -0.9323  0.7089  0.22
H  2.1279  0.6040  1.1198  0.20
H  -1.0396  -1.4901  0.9722  0.21
H  -1.8687  0.0692  0.0843  0.19
H  -1.2161  -1.3833  -1.4453  0.17
H  0.4542  -1.4190  -1.0471  0.18
H  -0.9160  1.0003  -2.0507  0.36
H  1.2165  -0.8088  -3.0418  0.20
H  -0.0782  0.0070  -3.9749  0.18
H  1.2313  0.9468  -3.1933  0.20
H  -0.6835  -1.0865  3.0233  0.47
H  -2.1252  -1.4291  3.0284  0.46
O  -1.2811  -1.6450  3.4776  -0.93

CHNO3 | ωB97M-V/def2-TZVPD

The total energy is -319.08492 Ha. Its spin multiplicity is 3. Its HOMO-LUMO gap (spin up / spin down) is 9.635 / 11.500 eV.

Each line ends with the natural charge from an NBO analysis.
Element x y z (Å)
C  -1.5324  -0.0633  -0.1599  1.03
N  1.7413  0.3538  0.4221  -0.16
O  -1.7809  1.0708  -0.1092  -0.52
O  -1.3329  -1.1982  -0.1604  -0.50
O  0.9646  -0.5253  0.6965  -0.18
H  1.9403  0.3622  -0.6892  0.35